Density functional theory data (wB97M-V/def2-TZVPD) for one molecule with the formula C4H9N at a distorted geometry.

Calculated values
E_HOMO in eV: -8.9
Total charge: 0
Orbital gap in eV: 10.077
E_tot in eV: -5782.37186
SMILES: C/C=C/CN

Element x y z (Å)
C -1.0332 2.0757 -0.5700
C -0.6561 0.6331 -0.7032
C 0.1898 -0.0169 0.1790
C 0.2878 -1.5025 0.2909
N 1.4906 -2.0649 0.8161
H -0.4725 2.5896 0.3604
H -0.6843 2.5738 -1.4955
H -2.1944 2.1324 -0.4503
H -1.1979 0.1179 -1.5563
H 0.7491 0.6416 0.9239
H -0.5757 -1.8269 0.9687
H 0.0741 -1.8481 -0.6954
H 1.6203 -1.6962 1.7556
H 2.4023 -1.8086 0.1762

Atoms 1-6, force components in eV/Å:
C 0.17 0.93 1.34
C 1.01 -1.54 1.28
C -1.33 2.58 -0.93
C -1.40 0.49 0.74
N 3.29 0.31 -1.58
H -1.47 -1.14 -2.08

Density functional theory data (wB97M-V/def2-TZVPD) for a 2-piece molecular cluster, C4H9N overall.

Calculated values
E_HOMO in eV: -8.4
Total charge: 0
Orbital gap in eV: 9.521
E_tot in eV: -5780.08563
SMILES: CN1C=C1.C

Element x y z (Å)
C -1.4753 -1.0021 -1.0758
N -0.5899 -0.6931 0.0534
C 0.8265 -1.0996 -0.1680
C 0.1454 -1.8702 0.5886
H -1.1474 -1.8807 -1.6530
H -2.4870 -1.1812 -0.6955
H -1.5116 -0.1332 -1.7427
H 1.7052 -0.7050 -0.6508
H -0.0270 -2.6730 1.2858
C 0.9120 2.2441 0.8139
H 1.5678 2.2282 1.6886
H 1.5225 2.2475 -0.0944
H 0.3020 3.1509 0.8356
H 0.2568 1.3673 0.8142

Atoms 1-6, force components in eV/Å:
C -0.11 0.00 -0.09
N -0.16 0.00 -0.07
C 0.03 -0.17 0.12
C 0.18 0.03 -0.07
H -0.02 0.11 0.10
H 0.13 0.02 -0.06

Density functional theory data (wB97M-V/def2-TZVPD) for an isolated ion of composition C4H9N and charge +1 at a distorted geometry.

Calculated values
E_HOMO (alpha / beta) in eV: -16.5 / -16.7
Total charge: +1
Multiplicity: 2
Orbital gap (alpha / beta) in eV: 13.286 / 8.788
E_tot in eV: -5775.22425

Element x y z (Å)
N 1.0464 0.7518 0.2605
C 0.0039 1.1338 -0.6593
C -0.8121 -0.1980 -0.8398
C -0.7425 -0.7930 0.5591
C 0.7652 -0.5803 0.8310
H 2.0133 1.0145 0.0758
H 0.3915 1.4424 -1.6432
H -0.6873 1.8336 -0.1820
H -0.1153 -0.7473 -1.4787
H -1.8412 0.0212 -1.0996
H -1.1521 -1.8073 0.5789
H -1.2643 -0.1818 1.3267
H 1.3824 -1.3805 0.3714
H 1.0123 -0.5091 1.8992

Atoms 1-6, force components in eV/Å:
N -0.33 -1.75 -1.24
C -0.70 -0.81 -0.59
C 0.82 1.15 1.28
C 0.52 0.66 0.32
C -0.48 -0.03 1.19
H -0.01 0.33 0.38

Density functional theory data (wB97M-V/def2-TZVPD) for a 2-piece molecular cluster, C4H9N2 overall at a distorted geometry.

Calculated values
E_HOMO (alpha / beta) in eV: -13.7 / -14.5
Total charge: +1
Orbital gap (alpha / beta) in eV: 8.085 / 10.045
E_tot in eV: -7262.26582

Element x y z (Å)
C -0.5284 -3.1909 0.6362
C 0.4006 0.1158 -0.4773
C -0.1007 2.3331 0.4618
C 0.2272 0.8441 0.6742
N -0.8049 -2.0086 0.7693
N 0.6247 0.1778 -1.7194
H -1.0550 -3.9887 1.1175
H 0.0633 -3.5995 -0.1779
H -0.7720 2.7881 1.1535
H -0.6782 2.1791 -0.4845
H 0.7924 2.9538 0.1800
H 1.0850 0.7848 1.2727
H -0.6582 0.3076 1.1486
H 0.8382 0.9877 -2.2924
H 0.5659 -0.6842 -2.2622

Atoms 1-6, force components in eV/Å:
C -0.33 -0.81 -1.12
C 0.53 -1.74 -1.73
C 0.21 -0.42 -3.35
C -2.25 1.52 1.98
N 0.23 1.08 0.08
N -0.19 -0.69 -0.23